This record from the OMol25 dataset describes the molecule C3H4N4O at a distorted geometry. The level of theory is ωB97M-V/def2-TZVPD.

Positions of all 12 atoms, in Å:
C 2.10560 -0.28893 -0.05902
C -0.16002 -1.16508 -0.16678
C -1.14701 1.36499 -0.05876
H 2.67683 -1.31589 -0.33818
H 0.36259 -2.12124 -0.04179
H -2.93930 0.19110 0.44638
H -1.38343 2.27968 0.12579
N 0.70583 -0.06567 -0.27685
N -1.46769 -0.94077 0.27051
N -2.03390 0.20912 -0.04090
N 0.23518 1.34133 -0.11650
O 3.04532 0.51136 0.25610

The charge is 0. The calculation puts the LUMO energy at -0.22 eV. As for the energy above the lowest of the compared OMol25 structures with the same formula, charge and spin: 5.329 eV. As for the total energy: -11178.6404 eV. As for the structure (SMILES): O=CN1C=NNC=N1. For the HOMO-LUMO gap, the calculation gives 7.94 eV. Its max |F| is 8.98 eV/Å.